17
Properties=species:S:1:pos:R:3 method="wB97M-V/def2-TZVPD" de_lowest_kcal_mol=202.52 homo_lumo_gap_ev=9.582 homo_ev=-9.2 energy_ha=-686.6401
S -2.9298 -0.8192 0.1421
N 0.2245 0.0720 1.3633
C -1.2572 -0.5842 -0.5543
C -0.7423 3.1008 -0.0586
C 1.1097 0.0207 0.1444
C -0.3622 0.3820 0.0068
C 1.9064 -1.2846 -0.3042
C -0.8462 1.8382 0.0643
H -0.6114 4.1290 -0.5494
H 2.4268 -1.9103 0.9772
H 0.1022 -0.9352 1.2698
H -2.4405 -0.4040 1.5307
H 1.7833 0.9323 0.0126
H -0.6782 -1.4172 -0.8719
H 3.1145 -0.9539 -1.0581
H 0.9173 -1.9072 -0.5593
H -1.7168 -0.2593 -1.5554